Formula: C35H38ClF3IrN2O2Se
Source: the Open Molecules 2025 dataset
Level of theory: wB97M-V/def2-TZVPD

The geometry in XYZ format:
```
83
Properties=species:S:1:pos:R:3:mulliken_charge:R:1
Ir 0.16 -0.02 -0.54 3.180
Se 0.74 0.84 -2.74 -0.428
Cl 5.30 -5.27 -0.17 -0.276
F -2.62 -0.26 0.07 -0.177
F -2.29 0.67 -1.84 -0.231
F -2.04 -1.47 -1.61 -0.221
O 0.71 -1.83 -1.36 -0.368
O 2.33 0.28 -0.13 -0.905
N -0.19 1.75 0.68 0.825
N 0.25 -0.77 1.50 0.292
C 0.47 -1.89 2.21 -0.652
C -2.03 3.16 1.57 0.256
C 1.48 -0.21 3.34 -1.394
C -0.10 0.48 -5.38 -0.812
C -2.50 2.29 2.76 0.841
C -0.44 -1.51 -4.11 0.216
C -0.24 -3.22 2.03 3.021
C -0.93 3.01 0.67 -0.453
C -2.78 0.80 2.61 -1.462
C -0.57 -0.15 -6.52 -0.611
C -1.14 -3.40 3.27 -1.890
C -1.15 -3.26 0.81 -1.620
C 0.83 0.27 2.20 0.077
C 1.94 3.43 -0.58 -1.578
C 1.26 -1.58 3.34 -1.094
C -0.52 4.13 -0.09 0.432
C 2.87 -4.68 -1.24 -0.805
C 0.75 4.33 -0.92 0.609
C 3.10 -0.66 0.03 -0.813
C -0.02 -0.19 -4.16 0.460
C 0.79 -4.36 1.99 -1.648
C -1.30 5.28 -0.07 -0.584
C 3.99 -2.90 -0.10 -1.078
C -1.66 2.55 4.02 -1.514
C 0.40 4.40 -2.40 -1.406
C -1.00 -1.47 -6.46 -0.446
C 1.80 -3.87 -1.50 -0.844
C 0.49 1.57 1.78 -0.780
C -2.44 5.39 0.69 -1.326
C -1.76 -0.27 -1.00 0.533
C -0.93 -2.14 -5.25 -0.909
C 3.97 -4.20 -0.52 0.117
C -2.77 4.34 1.51 -1.176
C 2.91 -2.03 -0.37 1.475
C 1.76 -2.51 -1.06 0.560
H -0.74 1.97 4.03 0.285
H 0.70 2.42 2.42 0.680
H 2.86 -5.71 -1.58 0.403
H -0.30 5.23 -2.58 0.453
H -3.18 0.44 3.56 0.620
H -1.38 -1.96 -7.34 0.346
H -3.62 4.44 2.17 0.327
H 1.57 -2.28 4.10 0.558
H -1.65 -4.23 0.78 0.499
H -1.26 -3.17 -5.18 0.378
H -1.92 -2.49 0.88 0.142
H -2.23 2.24 4.90 0.446
H 2.01 0.38 4.07 0.546
H -0.62 0.40 -7.46 0.356
H 2.16 3.48 0.49 0.329
H 0.22 1.52 -5.44 0.345
H -1.68 -4.35 3.20 0.452
H -3.47 2.72 2.99 0.505
H -0.97 6.13 -0.67 0.345
H 4.85 -2.52 0.44 0.411
H 2.82 3.79 -1.12 0.442
H -0.62 -3.12 -0.13 0.052
H -3.52 0.63 1.84 0.354
H 1.46 -4.25 1.14 0.196
H 0.94 -4.23 -2.06 0.372
H -0.06 3.48 -2.75 0.292
H -1.87 -2.60 3.33 0.321
H 1.08 5.34 -0.64 0.378
H -0.56 -3.40 4.19 0.361
H 1.79 2.39 -0.84 0.035
H 1.39 -4.39 2.90 0.317
H 0.27 -5.32 1.90 0.454
H 1.30 4.57 -3.00 0.367
H -1.90 0.21 2.37 -0.039
H -3.04 6.30 0.67 0.381
H 4.08 -0.44 0.48 0.240
H -0.38 -2.06 -3.18 0.309
H -1.41 3.61 4.13 0.346
```

Values from the calculation:
E_LUMO (eV): 2.363
HOMO-LUMO gap (eV): 6.46
HOMO level (Eh): -0.151
Net charge: -1
Calculated total energy (a.u.): -4882.19136

Formula: C35H38FN3O3SiSm
Source: the Open Molecules 2025 dataset
Level of theory: wB97M-V/def2-TZVPD

The geometry in XYZ format:
```
82
Properties=species:S:1:pos:R:3:lowdin_spin:R:1
Sm -1.27 -0.30 0.38 5.072
Si -0.03 -1.37 -2.86 -0.006
F -1.07 2.60 6.47 0.000
O 0.05 -2.01 0.74 -0.010
O 0.85 -3.92 1.65 -0.001
O -1.54 -0.58 2.57 -0.005
N -0.20 1.69 11.36 0.000
N 0.25 -2.72 5.52 0.001
N -0.27 0.96 8.69 0.000
C 3.72 0.01 -4.17 0.000
C 2.36 0.00 -3.81 0.000
C 0.56 0.49 10.95 0.000
C -3.12 1.36 -3.70 0.000
C 0.47 -3.64 6.56 0.000
C -0.34 0.47 7.38 0.000
C 0.05 -0.85 7.08 0.000
C -0.67 0.72 -4.89 -0.001
C 0.67 1.34 0.08 -0.015
C -2.39 0.25 -3.28 -0.001
C -0.82 1.25 6.29 0.000
C -1.59 -2.45 -2.31 -0.001
C -0.29 1.76 -0.88 -0.008
C 0.92 0.66 9.48 0.000
C 3.54 -2.30 -4.86 0.000
C 4.32 -1.14 -4.70 0.000
C 0.03 -2.30 3.15 0.000
C 0.11 1.57 1.37 -0.007
C 0.34 -2.81 1.75 0.000
C 2.18 -2.30 -4.52 0.000
C -0.62 -0.58 4.75 0.000
C -0.74 -1.13 3.44 0.001
C 1.63 -4.58 6.47 0.000
C -1.20 2.12 1.20 -0.004
C -0.99 0.76 5.02 0.000
C -1.46 2.21 -0.20 -0.009
C 1.58 -1.17 -3.94 0.000
C -0.11 -1.38 5.80 0.000
C -1.12 -0.05 -3.81 -0.002
C 0.43 -3.09 4.21 0.001
C -1.42 1.82 -5.34 0.000
C -0.96 2.16 9.12 0.000
C -2.63 2.16 -4.73 0.000
C -1.41 2.01 10.57 0.000
C 0.25 -5.10 6.28 0.000
H 0.28 0.48 -5.37 0.000
H 2.27 -4.50 5.59 0.000
H 0.49 -1.47 7.87 0.000
H -1.84 2.49 2.00 0.000
H 0.96 -2.15 -2.04 -0.001
H 5.37 -1.13 -4.98 0.000
H 4.03 -3.21 -5.23 0.000
H -1.79 -2.49 -1.22 0.000
H -0.46 1.61 12.35 0.000
H -2.34 2.63 -0.68 0.000
H -2.51 -2.23 -2.87 0.000
H -0.16 -5.69 7.10 0.000
H 2.12 -4.82 7.41 0.000
H -3.19 3.04 -5.05 0.000
H -2.85 -0.37 -2.50 0.000
H 1.59 -3.22 -4.64 0.000
H 1.92 0.91 -3.37 0.000
H -0.28 3.03 9.04 0.000
H -0.05 -5.39 5.27 0.000
H 1.67 0.96 -0.13 0.000
H 0.19 -3.30 7.55 0.000
H -0.13 1.80 -1.96 0.000
H 4.32 0.92 -4.01 0.000
H -1.84 2.94 10.94 0.000
H -1.04 2.40 -6.18 0.000
H -1.24 -3.45 -2.60 0.000
H 0.87 -4.08 4.08 0.000
H -4.07 1.60 -3.21 0.000
H -0.07 -0.36 -1.70 -0.005
H -1.37 1.38 4.22 0.000
H 1.65 1.50 9.38 0.000
H -1.84 2.34 8.50 0.000
H -0.08 -0.37 11.13 0.000
H 1.40 -0.25 9.11 0.000
H 0.42 2.49 11.24 0.000
H -2.12 1.20 10.71 0.000
H 0.65 1.47 2.32 0.000
H 1.45 0.42 11.58 0.000
```

Values from the calculation:
E_LUMO (alpha / beta) (eV): -3.763 / -3.762
HOMO-LUMO gap (alpha / beta) (eV): 3.92 / 3.92
2S+1: 6
HOMO level (alpha / beta) (Eh): -0.282 / -0.282
Net charge: +1
Calculated total energy (a.u.): -2793.45786

Formula: C35H38N4O3PPtS
Source: the Open Molecules 2025 dataset
Level of theory: wB97M-V/def2-TZVPD

The geometry in XYZ format:
```
83
Properties=species:S:1:pos:R:3:mulliken_charge:R:1
Pt 0.40 1.34 0.02 1.760
S -1.30 3.54 -0.06 1.111
P -0.45 -0.73 0.00 1.545
O -1.79 4.68 0.64 -0.688
O 0.06 3.59 -0.64 -0.743
O 5.42 -2.09 -1.28 -0.629
N -0.83 1.12 2.82 -0.158
N 2.46 1.26 -0.39 -0.354
N 5.45 -1.72 0.96 0.204
N -1.27 2.20 0.82 -0.797
C 2.94 2.08 -1.35 -0.243
C -5.22 1.36 -4.08 -1.639
C -2.86 1.80 -3.31 -0.632
C -0.25 -0.94 -4.07 -0.734
C 4.16 -1.39 3.07 -0.594
C -2.02 1.59 4.85 -0.601
C -3.07 -0.11 0.51 0.392
C 6.16 -3.00 1.16 -0.776
C 0.01 -0.64 -2.74 -0.321
C -1.37 -1.70 -4.40 -0.626
C -2.13 -1.81 1.95 -0.850
C -2.22 -2.15 -3.41 -0.740
C -4.40 -1.07 2.26 -0.701
C 5.24 -0.87 2.13 -0.844
C -3.34 -1.89 2.63 -0.708
C 0.64 -2.07 0.51 -1.729
C -2.41 3.06 -1.33 0.260
C -1.08 0.89 4.12 -0.418
C 5.15 -1.39 -0.32 0.277
C -1.96 -1.85 -2.07 -0.489
C -4.67 2.68 -2.01 -0.648
C 4.41 -0.11 -0.60 0.188
C -1.94 2.35 -2.42 -0.553
C 4.15 1.84 -1.97 -0.911
C 4.87 0.71 -1.62 -0.418
C -2.49 2.83 2.85 -0.887
C -2.00 -0.92 0.89 0.206
C -3.78 3.24 -1.11 -0.629
C 3.20 0.20 -0.02 -0.279
C -0.85 -1.09 -1.74 0.569
C -1.52 2.06 2.20 0.935
C 5.24 -4.21 1.07 -1.057
C -4.27 -0.19 1.20 -0.893
C -2.73 2.59 4.19 -0.619
C -4.22 1.96 -3.12 0.994
H -5.86 0.63 -3.58 0.341
H 5.79 0.45 -2.14 0.544
H 6.19 -0.81 2.67 0.424
H -2.97 0.57 -0.32 -0.003
H 3.99 -0.68 3.88 0.372
H 6.64 -2.94 2.13 0.405
H -3.02 3.60 2.31 0.379
H -3.46 3.18 4.72 0.440
H 0.14 -3.02 0.30 0.636
H 2.33 2.93 -1.59 0.530
H 1.56 -2.02 -0.07 0.537
H -5.34 -1.13 2.81 0.422
H -2.50 1.24 -4.16 0.387
H -2.19 1.37 5.89 0.426
H -5.10 0.45 0.90 0.507
H -5.74 2.81 -1.85 0.469
H -4.12 3.80 -0.25 0.472
H -0.48 0.12 4.59 0.405
H 4.48 -4.19 1.86 0.256
H -3.09 -2.74 -3.67 0.456
H 3.22 -1.55 2.54 -0.093
H -1.31 -2.44 2.26 0.354
H 2.78 -0.40 0.77 0.770
H -1.57 -1.94 -5.44 0.426
H -3.45 -2.59 3.45 0.431
H 6.93 -3.07 0.40 0.414
H 0.87 -1.99 1.57 0.270
H 5.82 -5.12 1.18 0.398
H -5.87 2.14 -4.48 0.400
H -0.88 2.23 -2.58 0.597
H 0.88 -0.04 -2.49 0.228
H -4.72 0.87 -4.92 0.360
H 4.46 -2.34 3.52 0.388
H 4.75 -4.24 0.10 0.300
H 5.01 0.14 1.80 0.466
H -2.63 -2.21 -1.30 0.464
H 0.42 -0.60 -4.85 0.425
H 4.50 2.51 -2.74 0.460
```

Values from the calculation:
E_LUMO (eV): -3.459
HOMO-LUMO gap (eV): 7.33
HOMO level (Eh): -0.396
Net charge: +1
Calculated total energy (a.u.): -2659.97022

Q: Which M values were calculated for the entries above? A: 882.325; 746.151; 820.833, in g mol⁻¹.
Q: Which relative energy (zero: lowest compared OMol25 entry of this formula, charge and spin) values were calculated for the entries above? A: 0.0; 0.0; 103.7, in kJ/mol.